[1]
{
  "formula": "C8H33AsF6N9O8",
  "method": "the ωB97M-V functional and the def2-TZVPD basis",
  "elements": ["As", "F", "F", "F", "F", "F", "F", "C", "O", "N", "N", "H", "H", "H", "H", "C", "O", "N", "N", "H", "H", "H", "H", "C", "O", "N", "N", "H", "H", "H", "H", "C", "O", "N", "N", "H", "H", "H", "H", "C", "C", "C", "O", "C", "N", "H", "H", "H", "H", "H", "H", "H", "H", "H", "H", "H", "O", "H", "H", "O", "H", "H", "O", "H", "H"],
  "coordinates": [[-12.7125, 18.3279, 7.4851], [-12.9358, 17.8747, 5.8209], [-11.0919, 17.6672, 7.3690], [-12.3831, 18.9873, 9.0422], [-14.3591, 18.9104, 7.6195], [-13.2826, 16.8076, 8.0854], [-12.2885, 19.8802, 6.7942], [-15.4824, 21.6399, 9.5629], [-15.5142, 22.6929, 10.1846], [-16.1501, 21.4650, 8.3748], [-14.7479, 20.5604, 9.9516], [-16.3814, 20.5589, 8.0020], [-16.6662, 22.2688, 8.0680], [-14.2478, 20.6785, 10.8155], [-14.5287, 19.8032, 9.3254], [-11.1070, 22.9159, 8.6660], [-10.3625, 23.7555, 9.1660], [-10.7564, 22.2549, 7.5201], [-12.3632, 22.6485, 9.1203], [-9.7867, 22.3959, 7.2930], [-11.2883, 21.4706, 7.1674], [-12.7993, 23.1629, 9.8595], [-12.8231, 21.8956, 8.6411], [-9.3222, 17.4994, 3.8224], [-8.8725, 18.6212, 3.9588], [-10.5933, 17.1260, 4.1703], [-8.5448, 16.4496, 3.3895], [-10.9351, 16.1939, 4.0380], [-11.2425, 17.8540, 4.4156], [-8.9040, 15.5386, 3.1873], [-7.6130, 16.7330, 3.1468], [-8.4390, 20.1088, 7.8750], [-7.6287, 21.0091, 7.7695], [-8.7973, 19.5355, 9.0709], [-9.1492, 19.5701, 6.8344], [-8.2965, 19.6615, 9.9267], [-9.4945, 18.8119, 9.0165], [-9.9333, 18.9460, 6.9464], [-8.8662, 19.7223, 5.8807], [-11.9274, 19.3000, 14.4823], [-10.8564, 18.9139, 13.4876], [-10.7263, 17.3930, 13.3077], [-10.1361, 16.7835, 14.4234], [-10.9232, 15.8016, 15.0465], [-11.0903, 19.5480, 12.1719], [-12.9352, 18.9289, 14.2977], [-11.9377, 20.3578, 14.7481], [-11.6463, 18.8625, 15.4557], [-9.8957, 19.2847, 13.8617], [-10.2314, 17.2117, 12.3486], [-11.7609, 17.0457, 13.1751], [-11.6562, 16.2271, 15.7393], [-10.2954, 15.0698, 15.5538], [-11.4905, 15.2164, 14.3116], [-10.4180, 20.2865, 12.0206], [-10.9833, 18.8563, 11.4407], [-12.9183, 14.1132, 7.8971], [-12.0800, 14.4196, 8.2688], [-13.5015, 14.8755, 7.9726], [-10.1722, 15.1609, 7.7971], [-10.0718, 14.4069, 7.2083], [-10.4190, 15.8962, 7.2182], [-16.7941, 18.4744, 6.5971], [-15.8743, 18.2642, 6.8221], [-17.2957, 17.6940, 6.8476]],
  "forces_ev_per_a": [[-0.3, 0.9, -0.9], [-0.4, -0.6, 0.2], [-0.3, 0.2, 0.3], [0.2, -0.5, 0.1], [0.1, -0.2, -0.1], [0.2, 0.4, 0.0], [0.3, -0.3, 0.4], [0.0, -0.3, -0.5], [0.0, 0.0, 0.1], [0.0, 0.3, 0.1], [-0.3, 0.2, 0.5], [0.1, 0.0, 0.0], [-0.1, -0.1, 0.0], [0.2, -0.2, -0.1], [0.0, 0.2, 0.2], [0.1, 1.0, -0.1], [-0.2, -0.2, 0.2], [-0.1, 0.2, 0.3], [0.4, -0.6, -0.6], [0.0, -0.4, -0.2], [0.5, 0.2, 0.1], [0.0, 0.0, 0.1], [-0.6, 0.1, 0.4], [-0.3, -0.9, 0.4], [-0.1, 0.1, -0.2], [0.2, 0.6, -0.1], [0.2, 0.7, 0.0], [-0.1, 0.0, 0.0], [-0.1, -0.1, 0.1], [0.1, 0.0, -0.1], [0.1, -0.4, -0.1], [-0.6, -0.3, 0.0], [0.4, -0.1, -0.1], [-0.5, -0.4, -0.1], [0.2, 0.2, -0.5], [0.1, 0.3, -0.1], [0.2, -0.1, 0.3], [0.5, 0.2, 0.2], [0.1, 0.3, 0.1], [0.4, -0.4, 1.7], [0.4, 0.4, -0.7], [-1.4, 1.0, -0.1], [0.4, -0.2, 0.0], [-0.5, -0.6, -0.3], [-0.2, -0.4, 0.4], [0.0, 0.2, -0.5], [-0.2, 0.2, -0.6], [0.0, -0.2, -0.2], [0.0, -0.2, 0.2], [0.6, -0.3, 0.3], [0.1, -0.3, 0.0], [0.1, 0.1, 0.1], [0.2, 0.3, 0.2], [0.0, 0.1, -0.1], [-0.1, 0.0, -0.2], [0.0, 0.3, -0.3], [-0.1, -0.4, 0.1], [0.0, 0.2, -0.1], [0.2, -0.1, 0.0], [0.1, -0.2, -0.1], [0.0, 0.0, 0.0], [0.0, 0.0, 0.2], [0.0, -0.1, 0.0], [-0.2, 0.2, -0.1], [0.0, 0.0, 0.0]],
  "total_charge": -1,
  "homo_energy_ev": -6.611,
  "total_energy_ev": -115776.8949,
  "relative_energy_kcal_mol": 10.4
}



[2]
{
  "formula": "C3H5N3Se",
  "method": "the ωB97M-V functional and the def2-TZVPD basis",
  "elements": ["C", "C", "C", "N", "N", "N", "Se", "H", "H", "H", "H", "H"],
  "coordinates": [[-0.5723, -0.5789, 0.0754], [1.8694, 1.1744, -0.2734], [-1.8423, -1.3077, -0.1458], [0.3107, -0.4410, -0.9914], [1.1824, 0.4105, -0.8779], [-0.2502, 0.0560, 1.1059], [2.8383, 2.6965, -0.3231], [-2.2883, -1.8364, 0.7532], [-2.5749, -0.5126, -0.4678], [-1.7299, -1.9591, -1.0805], [-0.9524, -0.1524, 1.7830], [4.0095, 2.4507, 0.4424]],
  "forces_ev_per_a": [[0.8, 0.9, -0.1], [0.5, -0.8, -0.8], [-1.2, -0.6, -1.7], [-1.3, -2.0, -2.6], [1.0, 1.1, 1.9], [0.0, 0.4, 1.5], [-1.2, 1.5, -1.0], [0.9, 0.5, -1.2], [0.5, -0.8, 0.4], [-0.3, 0.5, 1.6], [-0.4, 0.2, 1.1], [0.8, -1.0, 0.8]],
  "homo_energy_ev": -8.491,
  "total_energy_ev": -73004.6953,
  "relative_energy_kcal_mol": 67.3
}



[3]
{
  "formula": "C39H53BCl5MnN7",
  "method": "the ωB97M-V functional and the def2-TZVPD basis",
  "elements": ["Mn", "C", "C", "C", "C", "C", "C", "C", "C", "C", "N", "N", "B", "N", "N", "C", "C", "C", "C", "C", "C", "C", "C", "C", "N", "N", "C", "C", "C", "C", "C", "C", "C", "C", "C", "H", "H", "H", "H", "H", "H", "H", "H", "H", "H", "H", "H", "H", "H", "H", "H", "H", "H", "H", "H", "H", "H", "H", "H", "H", "H", "H", "H", "H", "H", "H", "H", "H", "H", "H", "H", "H", "H", "H", "H", "H", "H", "H", "H", "H", "H", "Cl", "C", "C", "C", "Cl", "C", "Cl", "C", "Cl", "C", "Cl", "N", "C", "C", "C", "C", "C", "C", "H", "H", "H", "H", "H", "H", "H"],
  "coordinates": [[-0.7709, 0.3057, -1.0692], [-1.4005, -4.0408, -2.5557], [-0.3603, -2.9282, -2.7602], [0.6387, -3.3086, -3.8568], [0.3542, -2.6233, -1.4755], [1.2647, -3.4240, -0.8057], [1.6828, -2.6962, 0.3045], [2.6869, -3.1018, 1.3399], [2.1631, -4.2991, 2.1403], [4.0278, -3.4222, 0.6724], [1.0310, -1.5233, 0.2928], [0.1965, -1.4732, -0.7856], [1.1982, -0.2318, 1.1292], [-0.1819, 0.2516, 1.6473], [-1.1706, 0.6843, 0.8011], [-2.2180, 1.1519, 1.5215], [-1.8788, 0.9753, 2.8530], [-0.6126, 0.4149, 2.9091], [0.1291, 0.0851, 4.1786], [1.3229, 1.0162, 4.4243], [0.4851, -1.3973, 4.3197], [-3.5577, 1.7674, 1.1467], [-3.6902, 3.1408, 1.8293], [-3.9831, 1.9230, -0.3153], [1.7321, 0.8399, 0.1523], [1.0294, 1.0785, -0.9911], [1.7621, 1.9040, -1.7830], [2.9392, 2.1814, -1.1187], [2.8926, 1.4989, 0.0985], [3.9292, 1.4833, 1.1787], [5.2939, 1.0940, 0.6039], [3.9768, 2.8558, 1.8620], [1.3927, 2.2810, -3.1895], [1.4140, 1.0250, -4.0740], [2.3354, 3.3440, -3.7439], [-2.0130, -4.1637, -3.4498], [-2.0636, -3.8597, -1.7032], [-0.8949, -4.9879, -2.3631], [-0.8651, -2.0173, -3.0989], [1.1275, -4.2538, -3.6165], [1.4093, -2.5461, -3.9779], [0.1228, -3.4323, -4.8094], [1.6020, -4.4051, -1.0982], [2.8394, -2.2656, 2.0228], [2.0408, -5.1703, 1.4939], [1.1999, -4.0823, 2.6059], [2.8723, -4.5602, 2.9260], [3.9373, -4.2840, 0.0085], [4.7700, -3.6634, 1.4332], [4.3977, -2.5783, 0.0872], [1.9345, -0.3961, 2.0328], [-2.4949, 1.2269, 3.7005], [-0.6038, 0.3050, 4.9571], [2.1477, 0.8096, 3.7436], [1.6870, 0.8780, 5.4424], [1.0347, 2.0627, 4.3102], [1.2691, -1.7000, 3.6283], [-0.3896, -2.0300, 4.1505], [0.8427, -1.5888, 5.3318], [-4.2742, 1.0938, 1.6234], [-2.9237, 3.8262, 1.4618], [-3.6072, 3.0836, 2.9127], [-4.6670, 3.5637, 1.5926], [-3.6074, 2.8550, -0.7398], [-5.0717, 1.9698, -0.3488], [-3.6705, 1.1077, -0.9605], [3.7456, 2.7981, -1.4783], [3.6469, 0.7399, 1.9231], [5.6555, 1.8505, -0.0947], [5.2530, 0.1364, 0.0815], [6.0218, 1.0110, 1.4111], [4.2911, 3.6277, 1.1570], [4.6945, 2.8354, 2.6829], [3.0019, 3.1363, 2.2667], [0.3830, 2.6987, -3.1954], [2.4367, 0.6565, -4.1771], [1.0263, 1.2444, -5.0693], [0.8186, 0.2115, -3.6495], [3.3498, 2.9538, -3.8501], [2.3664, 4.2264, -3.1032], [1.9967, 3.6575, -4.7312], [-1.9553, 0.4043, -3.6466], [-1.9915, 1.9946, -2.9111], [-1.3972, 2.0928, -1.6749], [-1.2480, 3.3515, -1.1063], [-0.4079, 3.5742, 0.3835], [-1.7743, 4.4697, -1.7576], [-1.6303, 6.0160, -1.0522], [-2.4307, 4.3292, -2.9892], [-3.0949, 5.6853, -3.7682], [-2.5249, 3.0711, -3.5925], [-3.2521, 2.8569, -5.1195], [-2.5347, -0.9960, -1.0652], [-3.1964, -1.5311, 0.1129], [-4.5724, -1.4160, 0.2323], [-5.2069, -1.9560, 1.3414], [-4.4687, -2.6150, 2.3146], [-3.0921, -2.7448, 2.1720], [-2.4491, -2.2034, 1.0708], [-3.2262, -0.6365, -1.7169], [-2.0830, -1.7739, -1.5413], [-5.1525, -0.9091, -0.5315], [-6.2809, -1.8662, 1.4358], [-4.9671, -3.0409, 3.1749], [-2.5166, -3.2706, 2.9234], [-1.3755, -2.2998, 0.9578]],
  "forces_ev_per_a": [[-0.3, 0.0, 1.0], [0.0, 0.0, 0.0], [0.0, -0.1, 0.0], [0.0, 0.0, 0.0], [0.0, 0.0, 0.1], [0.0, 0.0, 0.0], [0.1, -0.1, 0.0], [0.0, 0.0, 0.0], [0.0, 0.0, 0.0], [0.0, 0.0, 0.0], [-0.1, 0.1, 0.1], [0.1, -0.1, -0.4], [0.0, -0.1, -0.1], [0.0, 0.0, 0.2], [0.0, -0.1, -0.9], [0.0, 0.0, 0.1], [0.0, 0.0, 0.1], [0.0, 0.1, 0.1], [0.0, 0.0, 0.0], [0.0, 0.0, 0.0], [-0.1, 0.0, 0.0], [0.1, 0.0, -0.1], [0.0, 0.0, 0.0], [-0.1, 0.0, 0.1], [0.0, 0.0, 0.0], [-0.4, 0.0, -0.3], [0.0, -0.1, 0.0], [0.1, 0.1, 0.0], [0.1, 0.1, 0.0], [0.0, 0.0, 0.0], [0.0, 0.0, 0.0], [0.0, 0.0, 0.0], [0.0, -0.1, 0.0], [0.0, 0.0, 0.1], [0.0, 0.0, 0.0], [0.0, 0.0, 0.0], [0.0, 0.0, 0.0], [0.0, 0.0, 0.0], [0.0, 0.1, 0.0], [0.0, 0.0, 0.0], [0.0, 0.0, 0.0], [0.0, 0.0, 0.0], [0.0, 0.0, 0.0], [0.0, 0.0, 0.0], [0.0, 0.0, 0.0], [0.0, 0.0, 0.0], [0.0, 0.0, 0.0], [0.0, 0.0, 0.0], [0.0, 0.0, 0.0], [0.0, 0.0, 0.0], [0.0, 0.0, 0.0], [0.0, 0.0, 0.0], [0.0, 0.0, 0.0], [0.0, 0.0, 0.0], [0.0, 0.0, 0.0], [0.0, 0.0, 0.0], [0.0, 0.0, 0.0], [0.0, 0.0, 0.0], [0.0, 0.0, 0.0], [0.0, 0.0, 0.0], [-0.1, 0.0, 0.0], [0.0, 0.0, 0.0], [0.0, 0.0, 0.0], [-0.2, -0.1, 0.1], [0.0, 0.0, 0.0], [-0.1, 0.1, 0.1], [0.0, 0.0, 0.0], [0.0, 0.0, 0.0], [0.0, 0.0, 0.0], [0.0, 0.0, 0.0], [0.0, 0.0, 0.0], [0.0, 0.0, 0.0], [0.0, 0.0, 0.0], [0.0, 0.0, 0.0], [0.1, 0.0, 0.0], [0.0, 0.0, 0.0], [0.0, 0.0, 0.0], [0.0, 0.0, 0.0], [0.0, 0.0, 0.0], [0.0, 0.0, 0.0], [0.0, 0.0, 0.0], [0.1, 0.0, 0.1], [0.1, -0.2, 0.0], [0.2, 0.1, 0.1], [0.2, 0.0, 0.2], [0.1, 0.1, -0.2], [0.0, 0.0, 0.0], [0.0, 0.0, 0.0], [0.0, 0.0, 0.0], [0.0, 0.0, 0.0], [-0.1, 0.1, -0.1], [0.0, 0.0, 0.0], [0.4, 0.2, -0.2], [0.1, 0.0, 0.1], [0.0, 0.1, 0.0], [0.0, 0.0, 0.0], [0.0, 0.0, 0.0], [0.0, 0.0, 0.0], [0.1, 0.0, 0.0], [-0.1, 0.0, 0.0], [-0.1, -0.1, -0.1], [0.0, 0.0, 0.0], [0.0, 0.0, 0.0], [0.0, 0.0, 0.0], [0.0, 0.0, 0.0], [0.0, 0.0, 0.0]],
  "total_charge": 2,
  "s_squared": 3.99,
  "multiplicity": 4,
  "homo_energy_ev": [-14.316, -14.410],
  "total_energy_ev": -146332.0624,
  "relative_energy_kcal_mol": 0.0
}